Entry 1:
Formula: C3H3NO
Source: the Open Molecules 2025 dataset
Level of theory: ωB97M-V/def2-TZVPD

Computed properties:
HOMO (eV): -11.9
Max |F| (eV/Å): 0.6
Energy (eV): -6696.453

Each atom is followed by the atoms it is bonded to, with distances in Å.
Element x y z (Å)
1 C -0.24313 0.48556 0.09535  C3 1.436, N4 1.143
2 C 3.40450 0.03727 -0.47999  O5 1.128
3 C -1.57748 -0.03846 0.00560  C1 1.436, H6 1.089, H7 1.089, H8 1.090
4 N 0.82678 0.87721 0.19016  C1 1.143
5 O 3.32738 -0.83404 0.23261  C2 1.128
6 H -1.53135 -1.12572 0.04963  C3 1.089
7 H -2.03770 0.26143 -0.93460  C3 1.089
8 H -2.16900 0.33676 0.84123  C3 1.090

Entry 2:
Formula: C3H4Cl3NO3
Source: the Open Molecules 2025 dataset
Level of theory: ωB97M-V/def2-TZVPD

Computed properties:
HOMO (eV): -9.1
Max |F| (eV/Å): 2.4
Energy (eV): -48371.971
SMILES: C/C(Cl)=[N+](\[O-])O.O=C(Cl)Cl

Each atom is followed by the atoms it is bonded to, with distances in Å.
Element x y z (Å)
1 C -1.91434 -0.93959 -0.14798  C2 1.491, H7 1.055, H8 1.047, H9 1.072
2 C -1.57923 0.49557 -0.37233  C1 1.491, Cl3 1.707, N4 1.323
3 Cl -2.58846 1.46140 -1.35329  C2 1.707
4 N -0.42329 0.94111 0.09321  C2 1.323, O5 1.247, O6 1.510
5 O 0.53255 0.30578 0.58031  N4 1.247
6 O -0.36889 2.45025 0.08783  N4 1.510, H10 1.001
7 H -1.56320 -1.18402 0.81597  C1 1.055
8 H -1.35709 -1.57124 -0.77050  C1 1.047
9 H -2.97906 -1.06152 -0.12147  C1 1.072
10 H 0.61098 2.62637 0.18872  O6 1.001
11 O 2.44355 -1.03324 -1.01804  C12 1.177
12 C 2.80622 -0.90590 0.09435  O11 1.177, Cl13 1.665, Cl14 1.771
13 Cl 2.46346 -1.96614 1.33122  C12 1.665
14 Cl 3.91679 0.38118 0.59200  C12 1.771

Entry 3:
Formula: C44H123N9O13
Source: the Open Molecules 2025 dataset
Level of theory: ωB97M-V/def2-TZVPD

Computed properties:
Charge: +1
HOMO (alpha / beta) (eV): -10.4 / -10.4
Max |F| (eV/Å): 3.3
2S+1: 2
Energy (eV): -87634.931
⟨S²⟩: 0.7543

Each atom is followed by the atoms it is bonded to, with distances in Å.
Element x y z (Å)
1 C -6.41031 11.05681 20.96990  C2 1.528, H7 1.090, H8 1.090, H9 1.090
2 C -5.04035 11.04931 20.29282  C1 1.528, C3 1.561, N6 1.478, H10 1.090
3 C -4.55148 9.57319 20.15092  C2 1.561, O4 1.439, H11 1.090, H12 1.090
4 O -3.13605 9.50434 19.90033  C3 1.439, C5 1.414
5 C -2.58634 8.22428 19.65908  O4 1.414, H13 1.090, H14 1.090, H15 1.090
6 N -5.22521 11.70086 18.97939  C2 1.478, H16 1.010, H17 1.010
7 H -6.64102 12.04998 21.35525  C1 1.090
8 H -6.46738 10.32151 21.77251  C1 1.090
9 H -7.17535 10.65737 20.30411  C1 1.090
10 H -4.29518 11.59713 20.86963  C2 1.090
11 H -5.14275 9.09150 19.37215  C3 1.090
12 H -4.85097 8.97237 21.00966  C3 1.090
13 H -2.54245 7.66614 20.59431  C5 1.090
14 H -1.56263 8.22389 19.28476  C5 1.090
15 H -3.11949 7.65880 18.89482  C5 1.090
16 H -4.75857 11.15428 18.26975  N6 1.010
17 H -4.55093 12.44801 19.06429  N6 1.010
18 C -7.39434 14.03088 28.89209  C19 1.518, H24 1.090, H25 1.090, H26 1.090
19 C -6.26696 14.97743 28.52124  C18 1.518, C20 1.572, N23 1.467, H27 1.090
20 C -6.38443 15.77209 27.16996  C19 1.572, O21 1.425, H28 1.090, H29 1.090
21 O -6.61011 14.85398 26.10349  C20 1.425, C22 1.414
22 C -6.49874 15.55064 24.87833  O21 1.414, H30 1.090, H31 1.090, H32 1.090
23 N -6.12364 15.98939 29.57424  C19 1.467, H33 1.010, H34 1.010
24 H -7.40108 13.25784 28.12367  C18 1.090
25 H -8.33219 14.58449 28.93742  C18 1.090
26 H -7.27678 13.47121 29.82002  C18 1.090
27 H -5.33375 14.42123 28.60984  C19 1.090
28 H -5.48227 16.34275 26.94965  C20 1.090
29 H -7.19490 16.49811 27.23422  C20 1.090
30 H -6.87126 14.96245 24.03967  C22 1.090
31 H -5.43960 15.60451 24.62649  C22 1.090
32 H -6.83986 16.58574 24.89548  C22 1.090
33 H -5.20433 16.40745 29.55992  N23 1.010
34 H -6.79878 16.72573 29.42560  N23 1.010
35 C -8.50762 10.61624 23.99952  C36 1.545, H41 1.090, H42 1.090, H43 1.090
36 C -8.27482 12.12609 24.23221  C35 1.545, C37 1.565, N40 1.468, H44 1.090
37 C -9.57081 13.00348 24.24001  C36 1.565, O38 1.399, H45 1.090, H46 1.090
38 O -10.10316 13.31554 22.98456  C37 1.399, C39 1.423
39 C -9.29614 14.19987 22.21628  O38 1.423, H47 1.090, H48 1.090, H49 1.090
40 N -7.64114 12.19657 25.55458  C36 1.468, H50 1.010, H51 1.010
41 H -8.75843 10.44738 22.95229  C35 1.090
42 H -9.24719 10.15712 24.65553  C35 1.090
43 H -7.57183 10.07108 24.12277  C35 1.090
44 H -7.68315 12.68465 23.50694  C36 1.090
45 H -9.43230 13.94473 24.77195  C37 1.090
46 H -10.35519 12.41312 24.71364  C37 1.090
47 H -8.33421 13.75774 21.95683  C39 1.090
48 H -9.03712 15.16657 22.64812  C39 1.090
49 H -9.82364 14.56555 21.33530  C39 1.090
50 H -6.76729 11.70464 25.43417  N40 1.010
51 H -7.38627 13.17364 25.53284  N40 1.010
52 C -9.99822 17.38456 25.65338  C53 1.562, H58 1.090, H59 1.090, H60 1.090
53 C -10.13049 18.67949 24.78939  C52 1.562, C54 1.591, N57 1.485, H61 1.090
54 C -10.79348 18.42694 23.36485  C53 1.591, O55 1.408, H62 1.090, H63 1.090
55 O -10.00572 17.72664 22.43115  C54 1.408, C56 1.416
56 C -9.04981 18.53366 21.76810  O55 1.416, H64 1.090, H65 1.090, H66 1.090
57 N -11.02606 19.57426 25.56492  C53 1.485, H67 1.010, H68 1.010
58 H -9.73073 17.47910 26.70580  C52 1.090
59 H -9.20059 16.77097 25.23459  C52 1.090
60 H -10.92687 16.81796 25.58498  C52 1.090
61 H -9.12152 19.06819 24.65159  C53 1.090
62 H -11.08891 19.36392 22.89272  C54 1.090
63 H -11.67033 17.81111 23.56485  C54 1.090
64 H -8.48688 19.22053 22.40011  C56 1.090
65 H -9.47220 19.14844 20.97329  C56 1.090
66 H -8.31485 17.87532 21.30494  C56 1.090
67 H -11.27575 20.41060 25.05671  N57 1.010
68 H -10.54828 19.92793 26.38147  N57 1.010
69 C -4.92360 13.42738 13.78113  C70 1.532, H75 1.090, H76 1.090, H77 1.090
70 C -5.63845 13.59177 15.12666  C69 1.532, C71 1.561, N74 1.477, H78 1.090
71 C -5.23185 14.91224 15.85407  C70 1.561, O72 1.412, H79 1.090, H80 1.090
72 O -3.90969 14.80987 16.33837  C71 1.412, C73 1.399
73 C -3.27080 15.97890 16.76696  O72 1.399, H81 1.090, H82 1.090, H83 1.090
74 N -7.06333 13.62831 14.73916  C70 1.477, H84 1.010, H85 1.010
75 H -3.83854 13.44150 13.88383  C69 1.090
76 H -5.14983 14.22465 13.07310  C69 1.090
77 H -5.28900 12.48911 13.36372  C69 1.090
78 H -5.39041 12.77561 15.80523  C70 1.090
79 H -5.93468 15.21885 16.62874  C71 1.090
80 H -5.42984 15.65081 15.07727  C71 1.090
81 H -3.87517 16.51368 17.49966  C73 1.090
82 H -3.23542 16.66092 15.91743  C73 1.090
83 H -2.28547 15.90197 17.22664  C73 1.090
84 H -7.21744 12.73210 14.29966  N74 1.010
85 H -7.52022 13.54169 15.63574  N74 1.010
86 C -2.46067 15.74295 25.43198  C87 1.490, H92 1.090, H93 1.090, H94 1.090
87 C -1.30059 16.64555 25.18547  C86 1.490, C88 1.517, N91 1.451, H95 1.090
88 C -0.35114 16.04452 24.16666  C87 1.517, O89 1.424, H96 1.090, H97 1.090
89 O 0.87724 16.76031 24.07870  C88 1.424, C90 1.425
90 C 1.74129 16.38826 23.00817  O89 1.425, H98 1.090, H99 1.090, H100 1.090
91 N -1.69483 17.99781 24.83893  C87 1.451, H101 1.010, H102 1.010
92 H -2.16750 14.73555 25.72743  C86 1.090
93 H -3.00986 15.60072 24.50125  C86 1.090
94 H -3.08260 16.17050 26.21843  C86 1.090
95 H -0.78758 16.77044 26.13905  C87 1.090
96 H -0.72670 16.09434 23.14461  C88 1.090
97 H -0.12311 14.99079 24.32709  C88 1.090
98 H 2.62029 17.01663 22.86464  C90 1.090
99 H 1.27739 16.36781 22.02203  C90 1.090
100 H 2.04877 15.37621 23.27145  C90 1.090
101 H -2.20300 17.82677 23.98301  N91 1.010
102 H -0.89845 18.51169 24.48992  N91 1.010
103 C -2.01141 17.92396 19.68559  C104 1.564, H109 1.090, H110 1.090, H111 1.090
104 C -1.15146 18.84345 20.61287  C103 1.564, C105 1.562, N108 1.441, H112 1.090
105 C 0.29520 19.01340 20.04995  C104 1.562, O106 1.433, H113 1.090, H114 1.090
106 O 1.18689 19.79928 20.85034  C105 1.433, C107 1.444
107 C 1.29296 21.20657 20.54574  O106 1.444, H115 1.090, H116 1.090, H117 1.090
108 N -1.90601 20.05592 20.80596  C104 1.441, H118 1.010, H119 1.010
109 H -2.35408 18.49633 18.82358  C103 1.090
110 H -2.90246 17.53283 20.17666  C103 1.090
111 H -1.58738 16.99599 19.30198  C103 1.090
112 H -1.06760 18.35348 21.58292  C104 1.090
113 H 0.22907 19.37652 19.02434  C105 1.090
114 H 0.70943 18.00547 20.02544  C105 1.090
115 H 0.30454 21.66574 20.52858  C107 1.090
116 H 1.75353 21.37382 19.57209  C107 1.090
117 H 1.87622 21.71289 21.31487  C107 1.090
118 H -2.14581 20.53869 19.95184  N108 1.010
119 H -1.22979 20.71294 21.16809  N108 1.010
120 C -6.52165 19.90862 25.40703  C121 1.528, H126 1.090, H127 1.090, H128 1.090
121 C -5.04472 19.76423 25.77181  C120 1.528, C122 1.466, N125 1.447, H129 1.090
122 C -4.81958 19.65315 27.21649  C121 1.466, O123 1.432, H130 1.090, H131 1.090
123 O -5.35828 20.77534 27.92440  C122 1.432, C124 1.454
124 C -4.84939 22.12629 27.74725  O123 1.454, H132 1.090, H133 1.090, H134 1.090
125 N -4.54631 18.52370 25.21780  C121 1.447, H135 1.010, H136 1.010
126 H -7.02094 19.01620 25.78438  C120 1.090
127 H -6.81161 20.13280 24.38050  C120 1.090
128 H -6.89653 20.70202 26.05362  C120 1.090
129 H -4.46450 20.57271 25.32704  C121 1.090
130 H -3.73803 19.66107 27.35175  C122 1.090
131 H -5.22431 18.70993 27.58340  C122 1.090
132 H -4.79753 22.41984 26.69881  C124 1.090
133 H -3.90136 22.07193 28.28240  C124 1.090
134 H -5.45202 22.86756 28.27210  C124 1.090
135 H -4.61611 18.58588 24.21213  N125 1.010
136 H -3.54115 18.45554 25.28916  N125 1.010
137 C -7.89601 16.88493 17.54764  C138 1.557, H143 1.090, H144 1.090, H145 1.090
138 C -9.39359 17.06006 17.15922  C137 1.557, C139 1.514, N142 1.454, H146 1.090
139 C -10.29846 16.75787 18.33538  C138 1.514, O140 1.434, H147 1.090, H148 1.090
140 O -11.71471 16.82182 18.12078  C139 1.434, C141 1.426
141 C -12.29316 15.63062 17.59294  O140 1.426, H149 1.090, H150 1.090, H151 1.090
142 N -9.51891 18.36453 16.52819  C138 1.454, H152 1.010, H153 1.010
143 H -7.66604 15.92733 18.01478  C137 1.090
144 H -7.54371 17.57655 18.31291  C137 1.090
145 H -7.25382 17.00918 16.67571  C137 1.090
146 H -9.54341 16.27148 16.42180  C138 1.090
147 H -10.20313 17.67287 18.92000  C139 1.090
148 H -10.01596 15.91087 18.96059  C139 1.090
149 H -12.30912 14.84280 18.34605  C141 1.090
150 H -11.84536 15.24373 16.67757  C141 1.090
151 H -13.36273 15.80296 17.47283  C141 1.090
152 H -9.24526 18.27722 15.55989  N142 1.010
153 H -10.51247 18.54503 16.50946  N142 1.010
154 C -5.48143 20.42133 21.45262  C155 1.533, H157 1.090, H158 1.090, H159 1.090
155 C -5.25540 18.94881 21.81387  C154 1.533, O156 1.434, H160 1.090, H161 1.090
156 O -4.00859 18.93788 22.52130  C155 1.434, H162 0.960
157 H -5.51866 21.11686 22.29104  C154 1.090
158 H -6.44921 20.60863 20.98742  C154 1.090
159 H -4.72557 20.81254 20.77165  C154 1.090
160 H -5.04632 18.27083 20.98639  C155 1.090
161 H -6.04617 18.55396 22.45174  C155 1.090
162 H -3.41281 19.48057 21.99964  O156 0.960
163 C -2.66705 11.46483 23.88440  C164 1.475, H166 1.090, H167 1.090, H168 1.090
164 C -3.85331 11.98490 24.58924  C163 1.475, O165 1.433, H169 1.090, H170 1.090
165 O -4.97954 11.10242 24.51822  C164 1.433, H171 0.960
166 H -2.28394 10.50061 24.21849  C163 1.090
167 H -1.84329 12.15983 24.04718  C163 1.090
168 H -2.75175 11.35971 22.80279  C163 1.090
169 H -4.13288 12.91213 24.08906  C164 1.090
170 H -3.65524 12.15589 25.64736  C164 1.090
171 H -4.80595 10.29027 24.99976  O165 0.960
172 C -9.75898 12.94070 17.71513  C173 1.529, H175 1.090, H176 1.090, H177 1.090
173 C -8.55586 12.55136 18.57526  C172 1.529, O174 1.419, H178 1.090, H179 1.090
174 O -7.45931 13.18794 17.93879  C173 1.419, H180 0.960
175 H -10.70552 12.44848 17.93848  C172 1.090
176 H -9.45140 12.68170 16.70201  C172 1.090
177 H -9.98282 14.00583 17.77430  C172 1.090
178 H -8.45650 11.46957 18.66444  C173 1.090
179 H -8.72341 12.87342 19.60303  C173 1.090
180 H -6.66913 12.77050 18.28943  O174 0.960
181 C -5.38446 15.53520 20.08885  C182 1.546, H184 1.090, H185 1.090, H186 1.090
182 C -5.43953 15.51397 21.63387  C181 1.546, O183 1.428, H187 1.090, H188 1.090
183 O -4.25669 16.10328 22.17597  C182 1.428, H189 0.960
184 H -4.98982 16.41222 19.57584  C181 1.090
185 H -6.35877 15.25436 19.68889  C181 1.090
186 H -4.65626 14.80230 19.74146  C181 1.090
187 H -5.41080 14.49092 22.00888  C182 1.090
188 H -6.36424 15.96303 21.99629  C182 1.090
189 H -4.28459 17.06277 22.19059  O183 0.960

Entry 4:
Formula: C4H8O3
Source: the Open Molecules 2025 dataset
Level of theory: ωB97M-V/def2-TZVPD

Computed properties:
HOMO (eV): -10.0
Max |F| (eV/Å): 0.6
Energy (eV): -10418.730
SMILES: C[C@@H](O)[C@H]1O[C@@H]1O

Each atom is followed by the atoms it is bonded to, with distances in Å.
Element x y z (Å)
1 C -1.07687 0.78041 -1.38501  C2 1.512, H8 1.092, H9 1.095, H10 1.096
2 C -0.82987 -0.41353 -0.49005  C1 1.512, O3 1.411, C4 1.520, H11 1.102
3 O 0.00635 -1.32002 -1.17561  C2 1.411, H12 0.973
4 C -0.15067 -0.00707 0.80705  C2 1.520, O5 1.442, C6 1.456, H13 1.091
5 O 0.69556 -1.08902 1.24742  C4 1.442, C6 1.434
6 C 1.29898 0.12931 0.79120  C4 1.456, O5 1.434, O7 1.370, H14 1.092
7 O 2.02575 0.68499 1.81070  C6 1.370, H15 0.970
8 H -1.53947 0.44936 -2.31733  C1 1.092
9 H -1.73252 1.50491 -0.89181  C1 1.095
10 H -0.12527 1.26810 -1.62355  C1 1.096
11 H -1.78104 -0.90425 -0.22650  C2 1.102
12 H 0.37146 -1.89769 -0.48233  O3 0.973
13 H -0.73674 0.51153 1.56673  C4 1.091
14 H 1.80435 0.19952 -0.17461  C6 1.092
15 H 1.77000 0.10345 2.54371  O7 0.970